{"formula": "C5H7NO", "method": "the ωB97M-V functional and the def2-TZVPD basis", "lumo_ev": [-0.7, -0.7], "gap_ev": [8.012, 8.021], "de_lowest_kj_mol": 587.37, "species": ["O", "C", "C", "N", "C", "C", "C", "H", "H", "H", "H", "H", "H", "H"], "positions_angstrom": [[-0.778287, -2.708457, -0.462418], [-0.632163, -1.536509, -0.270026], [-0.544019, -0.674391, 0.992181], [-0.527479, 0.507063, 0.114240], [0.506953, 1.529050, 0.276124], [1.614242, 0.895026, -0.506530], [-0.475575, -0.293649, -1.150719], [-1.426365, -0.712084, 1.641661], [0.345036, -0.887302, 1.609675], [0.656778, 1.645505, 1.353890], [0.132043, 2.456812, -0.168274], [1.950290, 0.035119, 0.118944], [0.464845, -0.206675, -1.707813], [-1.286299, -0.049508, -1.840934]], "forces_ev_per_a": [[0.085, 0.586, -0.019], [-0.120, -0.715, -0.090], [-0.095, -0.271, 0.074], [0.060, 0.243, -0.055], [-0.080, 0.094, -0.020], [0.283, 0.291, 0.573], [-0.270, -0.116, -0.101], [0.107, -0.007, -0.087], [-0.085, 0.187, -0.285], [0.185, 0.189, -0.100], [0.222, -0.015, 0.206], [-0.088, 0.118, -0.125], [-0.106, -0.364, -0.044], [-0.099, -0.220, 0.071]]}

=====

{"formula": "H3PS2", "method": "the ωB97M-V functional and the def2-TZVPD basis", "lumo_ev": 0.5, "gap_ev": 9.845, "smiles": "PSS", "de_lowest_kj_mol": 135.49, "species": ["P", "S", "S", "H", "H", "H"], "positions_angstrom": [[-0.656458, -0.676320, -0.306374], [0.553829, 0.661140, 0.873612], [2.383519, 0.396351, 0.086545], [-1.549029, 0.190694, -0.483847], [-1.439221, -1.011950, 0.756817], [2.336281, 1.566777, -0.989678]], "forces_ev_per_a": [[3.675, -2.478, 0.407], [-0.585, -0.214, 0.192], [0.433, 2.585, -2.584], [-3.336, 3.633, -1.474], [-0.421, -0.967, 1.212], [0.234, -2.559, 2.246]]}

=====

{"formula": "C5H7NO", "method": "the ωB97M-V functional and the def2-TZVPD basis", "lumo_ev": 0.9, "gap_ev": 10.568, "smiles": "O=C1CC[C@H]2CN12", "de_lowest_kj_mol": 216.47, "species": ["O", "C", "C", "C", "C", "C", "N", "H", "H", "H", "H", "H", "H", "H"], "positions_angstrom": [[-2.598264, -0.739813, -0.154756], [-1.427746, -0.391125, -0.243106], [-0.973560, 0.930890, 0.084527], [0.597414, 0.994525, -0.135515], [0.968862, -0.378917, -0.624097], [0.775058, -1.352085, 0.459368], [-0.273168, -1.238937, -0.569060], [-1.272494, 1.305671, 1.056855], [-1.486632, 1.752053, -0.599541], [1.078450, 1.888568, -0.722471], [1.038672, 1.109111, 0.936608], [1.711201, -0.401625, -1.387502], [0.565775, -1.097773, 1.525758], [1.296432, -2.380545, 0.372926]], "forces_ev_per_a": [[2.344, -0.110, -0.564], [-1.311, -2.170, 0.719], [1.152, 5.189, -1.954], [0.598, 2.172, 2.065], [-1.422, 0.465, 1.670], [0.771, -2.902, 0.230], [-0.418, 0.143, -0.973], [-0.070, -0.486, 0.320], [0.837, -1.839, 1.017], [-1.459, -1.759, 0.769], [-0.459, 0.041, -1.837], [0.123, -0.804, -0.630], [0.171, 0.286, -1.076], [-0.856, 1.774, 0.245]]}

=====

{"formula": "C10H9O4P", "method": "the ωB97M-V functional and the def2-TZVPD basis", "lumo_ev": 5.7, "total_charge": -2, "gap_ev": 7.066, "smiles": "O=C([O-])/C=C/C[P@](=O)([O-])c1ccccc1", "de_lowest_kj_mol": 60.22, "species": ["O", "C", "O", "C", "C", "C", "P", "O", "O", "C", "C", "C", "C", "C", "C", "H", "H", "H", "H", "H", "H", "H", "H", "H"], "positions_angstrom": [[-0.312873, -3.122405, -1.477636], [0.307342, -3.332286, -0.424383], [0.346523, -4.390171, 0.156514], [1.201601, -2.148106, 0.090678], [1.381473, -1.148969, -0.701531], [2.412441, -0.069247, -0.503904], [1.496023, 1.603694, -0.479555], [1.364105, 2.134822, -1.900646], [2.167187, 2.541352, 0.490441], [-0.256579, 1.277918, 0.066458], [-0.562497, 1.563270, 1.310078], [-1.842869, 1.375707, 1.815538], [-2.800170, 0.836900, 1.029844], [-2.439821, 0.526497, -0.279582], [-1.120995, 0.599359, -0.831204], [1.666555, -2.154105, 1.140950], [0.764697, -0.982877, -1.576219], [2.913306, -0.362643, 0.376585], [2.962770, 0.093780, -1.415893], [0.168215, 2.165287, 1.834054], [-1.946720, 1.450544, 2.870285], [-3.870499, 0.817832, 1.300203], [-3.236849, 0.232242, -1.005307], [-0.762367, 0.491605, -1.885767]], "forces_ev_per_a": [[-0.645, 0.743, -1.044], [0.285, 2.294, -0.910], [0.530, -2.826, 2.494], [-0.861, -2.434, 2.254], [1.199, 2.637, -1.692], [-2.993, 0.844, -0.464], [0.566, 1.416, -0.793], [0.018, -1.058, 0.367], [-0.149, -0.425, 0.557], [2.499, -2.111, -4.100], [-0.946, 1.685, 2.705], [1.196, -0.481, 1.089], [-1.131, 0.110, -1.352], [0.050, -1.008, -3.248], [-1.309, 2.006, 1.869], [-0.366, -0.390, -1.698], [0.092, -0.826, -0.217], [1.245, 0.449, 0.925], [0.779, -0.283, -0.130], [0.194, -0.342, 0.535], [-0.556, 0.651, 0.835], [0.714, -0.329, 0.073], [0.498, -0.023, 0.809], [-0.909, -0.301, 1.134]]}

=====

no.,E_tot (Eh)
1,-324.50075
2,-1139.47419
3,-324.64202
4,-1028.82455